1.
{
  "formula": "C29H40AsNO2S5SbTi",
  "method": "ωB97M-V/def2-TZVPD",
  "relative_energy_ev": 0.301,
  "homo_lumo_gap_ev": 5.969,
  "charge": -1,
  "homo_energy_ev": -3.801,
  "symbols": ["Ti", "O", "S", "C", "C", "C", "C", "S", "O", "C", "C", "C", "C", "C", "C", "C", "C", "C", "C", "C", "C", "H", "H", "H", "H", "H", "H", "H", "H", "H", "H", "H", "H", "H", "H", "H", "H", "H", "H", "S", "Sb", "S", "S", "C", "C", "C", "C", "N", "H", "H", "H", "H", "H", "H", "H", "H", "H", "C", "As", "C", "C", "C", "C", "C", "C", "C", "C", "H", "H", "H", "H", "H", "H", "H", "H", "H", "H", "H", "H", "H"],
  "coordinates": [[-0.448792, 0.291614, 0.755011], [0.614368, 1.551341, 2.042110], [1.487702, 0.903968, 3.138256], [2.852464, 2.159112, 3.184732], [2.729388, 3.195311, 2.076270], [3.039421, 2.650487, 0.674891], [2.276774, 3.384756, -0.430766], [0.989440, 2.360076, -1.275764], [0.986165, 1.025614, -0.568664], [1.941946, 1.934511, -2.728019], [1.934366, 2.779313, -3.827364], [2.687565, 2.439370, -4.941959], [3.426017, 1.262598, -4.943228], [3.412513, 0.425063, -3.835848], [2.664948, 0.750385, -2.712197], [0.664281, 1.419131, 4.645170], [1.332310, 1.259797, 5.851805], [0.685171, 1.574784, 7.036815], [-0.624498, 2.037846, 7.010132], [-1.286093, 2.176552, 5.798486], [-0.646150, 1.859677, 4.607846], [3.767026, 1.570237, 3.082862], [2.837703, 2.637620, 4.162185], [3.405147, 4.023682, 2.312784], [1.715917, 3.597285, 2.096716], [2.807137, 1.581428, 0.625507], [4.111312, 2.730876, 0.480673], [2.930214, 3.712497, -1.238503], [1.739877, 4.254952, -0.049391], [1.338587, 3.685387, -3.818525], [2.692476, 3.087785, -5.808858], [4.007013, 0.993503, -5.816348], [3.981643, -0.495614, -3.842537], [2.627342, 0.102870, -1.840230], [2.348341, 0.880848, 5.869999], [1.199808, 1.450217, 7.981340], [-1.133177, 2.275732, 7.935978], [-2.313568, 2.518028, 5.775754], [-1.151362, 1.923779, 3.653905], [2.780211, -1.115361, 1.075582], [0.884095, -2.466964, 1.352911], [-0.563495, -1.792182, -0.489330], [-0.593628, -1.057763, 2.805176], [-3.915055, 1.932707, 1.515672], [-2.746463, 2.342832, 0.612096], [-2.043229, 3.571222, 1.214984], [-3.290772, 2.723304, -0.769223], [-1.825649, 1.245076, 0.504671], [-4.589115, 2.776092, 1.699131], [-3.531598, 1.567456, 2.470309], [-4.482541, 1.122772, 1.054385], [-2.595389, 4.489218, 0.991538], [-1.033743, 3.661997, 0.808318], [-1.952604, 3.486173, 2.299350], [-4.016770, 3.538469, -0.691226], [-3.781610, 1.865093, -1.229051], [-2.476036, 3.040452, -1.424750], [-2.154965, 1.550347, -4.608338], [-1.457697, 0.589420, -3.029325], [-3.048252, -0.516140, -2.769446], [-0.251431, -0.630135, -4.040343], [-0.897135, -1.561152, -5.006570], [-1.429225, -2.774329, -4.562258], [-2.053349, -3.641756, -5.444332], [-2.159595, -3.318876, -6.792150], [-1.629928, -2.120582, -7.247381], [-1.005187, -1.252409, -6.361553], [-2.566756, 0.862809, -5.349885], [-1.353809, 2.131942, -5.069324], [-2.939544, 2.237047, -4.286295], [-3.231499, -1.154184, -3.633662], [-3.892334, 0.161371, -2.639132], [-2.932604, -1.117221, -1.868982], [0.288678, -1.181330, -3.268859], [0.449349, 0.041919, -4.542465], [-1.340679, -3.028208, -3.510967], [-2.461245, -4.575449, -5.076572], [-2.645414, -3.999178, -7.480595], [-1.700412, -1.859409, -8.296700], [-0.585158, -0.320366, -6.724367]],
  "forces_ev_per_a": [[-0.5, -0.6, 0.1], [0.2, -0.3, 0.3], [-0.1, 0.6, -0.2], [0.2, -0.1, 0.0], [-0.1, 0.0, 0.0], [0.0, -0.1, 0.0], [0.1, 0.0, 0.0], [0.1, -0.3, -0.1], [-0.3, 0.4, 0.0], [0.0, 0.1, 0.0], [0.0, 0.0, 0.0], [0.0, 0.0, 0.0], [0.0, 0.0, 0.0], [0.0, 0.0, 0.0], [0.0, 0.0, 0.0], [0.0, 0.0, 0.1], [0.0, 0.0, 0.0], [0.0, 0.0, 0.0], [0.0, 0.0, 0.0], [0.0, 0.0, 0.0], [0.0, 0.0, 0.0], [0.0, 0.0, 0.0], [0.0, 0.0, 0.0], [0.0, 0.0, 0.0], [0.0, 0.0, 0.0], [0.0, 0.0, 0.0], [0.0, 0.0, 0.0], [0.0, 0.1, 0.0], [0.0, 0.0, 0.0], [0.0, 0.0, 0.0], [0.0, 0.0, 0.0], [0.0, 0.0, 0.0], [0.0, 0.0, 0.0], [0.0, 0.0, 0.0], [0.0, 0.0, 0.0], [0.0, 0.0, 0.0], [0.0, 0.0, 0.0], [0.0, 0.0, 0.0], [0.0, 0.0, 0.0], [0.0, 0.1, 0.0], [-0.3, 0.0, 0.2], [0.1, 0.2, -0.2], [0.1, -0.2, -0.3], [0.0, 0.0, 0.0], [-0.2, -0.1, 0.0], [0.0, 0.0, 0.0], [0.0, 0.0, -0.1], [0.4, 0.2, 0.2], [0.0, 0.0, 0.0], [0.0, 0.0, 0.0], [0.0, 0.0, 0.0], [0.0, 0.0, 0.0], [0.0, 0.0, -0.1], [0.0, 0.0, 0.0], [0.0, 0.0, 0.0], [0.0, 0.0, 0.0], [0.0, 0.0, 0.0], [0.0, 0.0, -0.1], [0.1, 0.1, -0.2], [0.0, 0.0, 0.0], [0.0, -0.1, 0.1], [0.0, 0.0, 0.0], [0.0, 0.0, 0.0], [0.0, 0.0, 0.0], [0.0, 0.0, 0.0], [0.0, 0.0, 0.0], [0.0, 0.0, 0.0], [0.0, 0.0, 0.0], [0.0, 0.0, 0.0], [0.0, 0.0, 0.0], [0.0, 0.0, 0.0], [0.0, 0.0, 0.0], [0.0, 0.0, 0.0], [0.0, 0.0, 0.0], [0.0, 0.0, 0.0], [0.0, 0.0, 0.0], [0.0, 0.0, 0.0], [0.0, 0.0, 0.0], [0.0, 0.0, 0.0], [0.0, 0.0, 0.0]]
}

***

2.
{
  "formula": "C29H40BrN2O7P2W",
  "method": "ωB97M-V/def2-TZVPD",
  "relative_energy_ev": 2.965,
  "homo_lumo_gap_ev": [6.731, 6.754],
  "charge": 1,
  "homo_energy_ev": [-10.929, -10.912],
  "symbols": ["W", "C", "C", "C", "C", "C", "C", "C", "C", "C", "C", "C", "C", "C", "C", "C", "C", "C", "H", "H", "H", "H", "H", "H", "H", "H", "H", "H", "H", "H", "H", "H", "H", "H", "H", "H", "H", "H", "H", "H", "H", "H", "H", "H", "H", "H", "H", "O", "P", "O", "O", "O", "P", "O", "O", "O", "H", "H", "Br", "C", "C", "C", "C", "C", "C", "N", "C", "C", "C", "C", "C", "C", "N", "H", "H", "H", "H", "H", "H", "H", "H", "H"],
  "coordinates": [[-0.153053, -0.057459, 0.180255], [-1.710963, -1.542440, -0.375387], [-0.714088, -2.363124, -0.956369], [-0.225947, -1.651828, -2.126317], [-0.898650, -0.429506, -2.146974], [-1.907396, -0.356560, -1.144043], [-3.241434, 0.379760, -1.234762], [-4.262670, -0.656171, -1.740313], [-3.169017, 1.482437, -2.303837], [-3.731511, 0.899691, 0.129053], [0.697412, -2.070291, -3.282591], [2.186265, -2.074972, -2.931287], [0.275960, -3.449125, -3.810066], [0.532046, -1.089474, -4.454908], [-0.572674, -3.793765, -0.431677], [0.822666, -4.413824, -0.568375], [-0.943511, -3.860974, 1.059291], [-1.617208, -4.640522, -1.192170], [-2.404388, -1.854822, 0.388247], [-0.791168, 0.315771, -2.915175], [-3.936746, -1.104937, -2.682341], [-5.228623, -0.175494, -1.914705], [-4.414616, -1.453468, -1.010497], [-3.132757, 1.042173, -3.303178], [-2.298408, 2.133053, -2.219617], [-4.061890, 2.107784, -2.258483], [-4.352797, 0.157860, 0.633165], [-4.345147, 1.795123, 0.008601], [-2.928739, 1.144268, 0.826563], [2.435027, -2.696169, -2.072010], [2.523092, -1.062139, -2.723226], [2.744612, -2.446349, -3.793594], [0.441117, -4.255319, -3.101529], [0.872765, -3.668408, -4.697263], [-0.776420, -3.458976, -4.106195], [0.896840, -0.089651, -4.210848], [-0.505399, -1.017150, -4.790493], [1.126120, -1.452695, -5.294068], [1.469919, -4.089860, 0.244135], [1.327050, -4.175637, -1.499496], [0.735714, -5.500575, -0.504443], [-0.424450, -3.102088, 1.647760], [-0.650400, -4.838979, 1.443521], [-2.015982, -3.758836, 1.232238], [-1.348982, -4.814933, -2.230646], [-2.602057, -4.166224, -1.168083], [-1.699818, -5.609919, -0.695743], [-0.432456, -1.529923, 4.232975], [-0.524749, -0.117353, 3.541720], [-1.579928, 0.784045, 3.987606], [-0.534189, -0.540222, 2.027234], [0.946878, 0.490173, 3.794372], [1.568328, 1.721069, 2.980565], [0.312515, 2.600206, 2.572835], [2.672223, 2.422241, 3.608667], [1.874453, 0.909929, 1.646877], [-0.645685, -1.514460, 5.173067], [-0.215174, 2.892095, 3.330893], [6.225398, -4.003210, 0.229605], [4.848878, -2.737317, 0.031385], [5.028579, -1.654908, -0.819242], [4.003308, -0.738421, -0.966453], [2.803019, -0.885634, -0.277253], [2.651556, -1.951665, 0.582573], [3.669457, -2.886671, 0.736684], [1.802225, 0.135921, -0.489199], [2.200035, 1.287811, 0.217570], [1.306046, 2.430000, -0.115104], [1.689086, 3.745336, -0.215221], [0.693438, 4.696932, -0.397771], [-0.631112, 4.300751, -0.430008], [-0.932412, 2.955865, -0.305042], [0.029790, 2.041689, -0.188493], [5.952066, -1.538871, -1.370023], [4.124417, 0.091617, -1.654555], [1.748247, -2.078642, 1.168466], [3.544678, -3.720426, 1.414427], [3.262361, 1.514952, 0.215969], [2.732923, 4.013045, -0.123768], [0.952058, 5.744576, -0.488225], [-1.436709, 5.013131, -0.536483], [-1.948247, 2.602779, -0.281371]],
  "forces_ev_per_a": [[0.0, -2.4, -0.6], [-0.8, 0.2, -0.1], [0.6, 0.1, 0.4], [0.5, -0.3, 0.3], [-0.2, 0.6, -0.2], [-0.7, 0.5, 0.4], [0.0, -0.1, -0.2], [-0.1, 0.0, -0.1], [0.0, 0.0, -0.1], [0.0, 0.0, 0.1], [-0.1, 0.0, 0.1], [-0.1, -0.1, -0.1], [-0.1, 0.0, -0.1], [0.0, 0.0, 0.0], [0.2, 0.0, -0.1], [0.0, -0.1, 0.0], [0.0, 0.0, 0.0], [0.0, 0.0, 0.1], [0.2, 0.0, 0.2], [0.1, 0.1, 0.0], [0.0, 0.0, 0.0], [0.0, 0.0, 0.0], [0.0, 0.0, 0.0], [0.0, 0.0, 0.0], [0.0, 0.0, 0.0], [0.0, 0.0, 0.0], [0.0, 0.0, 0.0], [0.0, -0.1, 0.0], [0.1, 0.0, 0.0], [0.0, 0.0, -0.1], [-0.1, -0.1, -0.2], [0.0, 0.0, 0.0], [0.0, 0.1, -0.1], [0.0, 0.0, 0.0], [0.0, 0.0, 0.0], [0.0, 0.0, 0.0], [0.0, 0.0, 0.0], [0.0, 0.0, 0.0], [-0.1, -0.1, -0.1], [-0.1, -0.1, 0.1], [0.0, 0.0, 0.0], [0.0, 0.0, 0.0], [0.0, 0.0, 0.0], [0.0, 0.0, 0.0], [0.0, 0.0, 0.0], [0.0, 0.0, 0.0], [0.0, 0.0, -0.1], [0.1, 0.1, -0.1], [-0.1, -0.3, 0.2], [0.0, 0.0, -0.1], [0.2, 0.6, -0.5], [0.0, 0.2, 0.1], [0.6, -0.1, 0.1], [-0.2, 0.0, 0.0], [-0.2, -0.2, 0.0], [-0.4, 0.3, 0.0], [-0.1, 0.0, 0.1], [-0.1, 0.0, 0.0], [0.1, -0.1, 0.0], [-0.1, 0.0, 0.0], [-0.1, 0.2, 0.0], [0.4, 0.0, 0.1], [0.0, 0.4, -0.2], [0.0, -0.1, 0.3], [0.1, 0.1, 0.0], [0.1, 0.0, 0.4], [0.1, 0.1, 0.0], [0.4, 0.3, 0.0], [0.0, 0.0, 0.0], [0.2, 0.2, 0.0], [-0.2, -0.2, 0.0], [0.0, 0.4, 0.0], [-0.2, -0.4, 0.0], [0.0, 0.0, 0.0], [0.0, 0.0, 0.1], [0.0, 0.1, 0.0], [0.0, 0.0, 0.0], [0.0, 0.1, -0.1], [0.0, 0.0, 0.0], [0.0, 0.0, 0.0], [0.0, 0.0, 0.0], [0.0, 0.0, 0.0]]
}

***

3.
{
  "formula": "C29H40Cl2FNO8S2",
  "method": "ωB97M-V/def2-TZVPD",
  "homo_lumo_gap_ev": 9.205,
  "charge": 0,
  "homo_energy_ev": -8.922,
  "symbols": ["C", "C", "O", "C", "O", "C", "C", "C", "C", "C", "C", "C", "C", "C", "N", "O", "S", "O", "O", "C", "S", "O", "O", "F", "C", "O", "C", "C", "C", "C", "C", "C", "C", "C", "C", "H", "H", "H", "H", "H", "H", "H", "H", "H", "H", "H", "H", "H", "H", "H", "H", "H", "H", "H", "H", "H", "H", "H", "H", "H", "H", "H", "H", "H", "H", "H", "H", "H", "H", "H", "H", "Cl", "C", "C", "Cl", "C", "C", "C", "C", "H", "H", "H", "H"],
  "coordinates": [[-4.138452, -0.144684, -4.407101], [-3.086447, 0.832250, -4.910578], [-3.002885, 1.930648, -3.995518], [-2.113695, 2.883311, -4.344295], [-2.066119, 3.347668, -5.440597], [-1.177927, 3.341905, -3.256063], [0.268203, 3.129120, -3.739391], [1.322573, 3.164466, -2.616243], [1.887493, 1.857310, -2.035759], [2.886998, 1.165368, -2.973774], [4.183226, 1.959906, -3.124901], [5.063506, 1.932031, -1.880941], [5.566503, 0.546828, -1.450317], [6.183002, -0.304936, -2.563764], [5.299939, -1.308124, -3.185180], [2.379742, 1.011032, -4.317935], [1.416150, -0.258633, -4.669563], [2.276118, -1.288020, -5.170474], [1.063901, -0.786661, -3.141155], [0.137784, 0.035532, -2.447382], [-1.038327, -1.156529, -1.745540], [-2.243937, -0.493258, -1.396785], [-0.419729, -2.063773, -0.859046], [-1.322594, -1.936196, -3.067385], [0.887761, 0.866153, -1.391873], [1.675393, -0.109102, -0.709014], [-0.035327, 1.581320, -0.365166], [0.246902, 1.291891, 1.121280], [-0.390670, 0.022355, 1.670094], [-0.619625, 0.000297, 3.170192], [-0.480941, 1.093834, 4.021949], [-0.689406, 0.919777, 5.393762], [-1.038205, -0.306541, 5.958150], [-1.211046, -1.395920, 5.100535], [-0.997948, -1.232546, 3.736116], [-3.847269, -1.165306, -4.621680], [-5.107189, 0.096984, -4.830845], [-4.193285, -0.033237, -3.328296], [-3.309580, 1.171612, -5.917105], [-2.132208, 0.302947, -4.985693], [-1.368355, 4.387048, -3.032953], [-1.401962, 2.761508, -2.362829], [0.475882, 3.969245, -4.395258], [0.302496, 2.255891, -4.378601], [2.172837, 3.709201, -3.016543], [0.936917, 3.804485, -1.827882], [2.501593, 2.162555, -1.185482], [3.195288, 0.219063, -2.546351], [4.728017, 1.456870, -3.922931], [4.005918, 2.970228, -3.482785], [5.944144, 2.533830, -2.104075], [4.574801, 2.433660, -1.044786], [6.346828, 0.722146, -0.711107], [4.774866, -0.013628, -0.950353], [7.040222, -0.858498, -2.189510], [6.540588, 0.311681, -3.385784], [4.729377, -0.914979, -3.920022], [4.696659, -1.743336, -2.500576], [-0.449648, 0.647574, -3.130371], [2.402927, 0.333484, -0.264424], [-1.088139, 1.357145, -0.519815], [0.041495, 2.659595, -0.455391], [1.307166, 1.361884, 1.355284], [-0.214521, 2.132774, 1.637854], [0.276275, -0.809936, 1.460204], [-1.325591, -0.171079, 1.151244], [-0.213227, 2.068529, 3.648554], [-0.560530, 1.773861, 6.045549], [-1.178196, -0.412506, 7.019875], [-1.487126, -2.375299, 5.453399], [-1.127027, -2.076511, 3.072388], [-1.917609, -4.719993, 9.274257], [-3.418428, -4.753253, 8.417303], [-3.896976, -3.631638, 7.754618], [-3.012423, -2.146654, 7.740567], [-5.108491, -3.690082, 7.080798], [-5.839468, -4.865468, 7.066820], [-5.359076, -5.988649, 7.726375], [-4.151161, -5.931322, 8.400035], [-5.476656, -2.813080, 6.567269], [-6.783551, -4.904698, 6.540978], [-5.925297, -6.909877, 7.716181], [-3.773222, -6.802851, 8.915556]],
  "forces_ev_per_a": [[0.2, 0.7, 0.2], [-0.5, -0.8, -0.5], [0.6, -0.5, 0.5], [-0.2, 0.7, 0.2], [0.2, 0.1, -1.0], [-0.3, -0.8, 0.4], [-0.3, 0.6, 0.2], [0.0, -0.1, -0.5], [-0.5, 0.0, -0.4], [0.7, 0.9, 0.3], [0.0, -0.6, -0.2], [0.2, 0.1, -0.2], [0.2, 0.3, 0.0], [-0.6, -0.7, -0.4], [0.2, 0.3, 0.1], [-0.7, -0.5, 0.4], [0.3, 0.1, -0.3], [0.1, -0.2, -0.1], [0.0, 0.5, -0.3], [0.4, -0.4, 0.2], [0.0, 0.1, 0.4], [-0.2, 0.2, -0.1], [0.1, -0.2, 0.0], [-0.1, -0.1, -0.3], [0.3, 0.0, 0.8], [-0.1, -0.3, -0.2], [0.0, 0.0, 0.3], [-0.6, 0.3, -0.1], [0.7, 0.1, 0.3], [-0.2, -0.3, 0.2], [-0.2, -0.8, 0.3], [0.0, 0.0, 0.3], [0.1, 0.1, -1.0], [0.3, 0.4, -0.5], [0.1, 0.5, 0.1], [-0.1, -0.2, -0.2], [-0.2, -0.2, 0.0], [-0.1, -0.1, 0.2], [-0.1, 0.3, -0.1], [0.3, 0.3, 0.3], [0.0, 0.2, 0.0], [0.1, 0.0, 0.1], [0.1, 0.0, -0.3], [0.2, -0.2, 0.0], [0.2, 0.0, 0.0], [0.0, 0.0, 0.2], [0.0, 0.1, 0.2], [-0.3, -0.4, -0.2], [0.1, 0.0, -0.2], [-0.1, 0.2, 0.1], [0.1, 0.1, 0.0], [0.0, 0.0, 0.1], [-0.1, 0.0, 0.3], [0.0, -0.2, 0.0], [0.2, 0.1, 0.2], [0.2, 0.2, 0.1], [-0.2, -0.1, 0.0], [-0.1, -0.1, 0.0], [-0.2, 0.1, 0.0], [0.0, 0.1, 0.1], [-0.1, -0.1, -0.2], [0.1, 0.1, -0.4], [0.2, -0.1, 0.1], [0.0, 0.2, 0.0], [-0.1, -0.2, -0.3], [-0.2, 0.0, 0.0], [0.1, 0.1, 0.0], [0.0, 0.1, 0.0], [0.0, 0.1, 0.2], [0.0, -0.1, 0.2], [0.0, -0.1, 0.0], [0.0, 0.0, 0.0], [0.1, -0.1, 0.1], [0.0, 0.1, 0.0], [-0.2, -0.1, 0.2], [-0.1, -0.1, 0.0], [0.0, 0.0, 0.0], [0.0, 0.1, 0.0], [-0.1, -0.1, 0.0], [0.1, 0.0, 0.0], [0.0, 0.0, 0.0], [0.0, 0.0, 0.0], [0.1, 0.0, 0.0]]
}

***

Question: Among the records above, which one has the highest charge?
Answer: C29H40BrN2O7P2W

***

Question: Which of these has the lowest charge?
Answer: C29H40AsNO2S5SbTi

***

Question: What is the formula in the second record?
Answer: C29H40BrN2O7P2W